Record 1
Formula: C6H10N3
Source: OMol25
Level of theory: ωB97M-V/def2-TZVPD

Geometry as XYZ:
```
19
Properties=species:S:1:pos:R:3
N 0.123 2.022 -0.054
N -0.164 -0.296 0.362
N 1.053 1.543 -0.648
C 2.546 -0.241 0.066
C -0.713 1.047 0.635
C -1.147 -1.011 -0.399
C 1.297 0.206 -0.629
C -2.226 -0.278 -0.624
C -2.128 1.062 0.027
H 2.575 0.092 1.104
H 1.141 -0.262 -1.602
H -2.899 1.194 0.786
H 2.651 -1.320 0.015
H 0.215 -0.809 1.156
H -2.239 1.874 -0.694
H -0.926 -2.013 -0.722
H -0.697 1.316 1.693
H -3.091 -0.579 -1.185
H 3.396 0.207 -0.450
```

Summary:
E_LUMO   -3.733 eV
HOMO   -14.158 eV
Charge   +1
SMILES string   C[C@@H]1N=N[C@H]2CC=C[N@@H+]12
Molecular weight   124.167 u

---

Record 2
Formula: C3H6NP
Source: OMol25
Level of theory: ωB97M-V/def2-TZVPD

Geometry as XYZ:
```
11
Properties=species:S:1:pos:R:3
P 1.265 1.168 -0.142
N 0.739 1.507 1.205
C -0.373 -1.036 0.106
C -1.125 -0.347 0.978
C 0.279 -0.361 -0.971
H -1.564 0.595 0.742
H -1.221 -0.782 1.964
H -0.358 -0.020 -1.802
H 1.023 -0.997 -1.429
H 0.110 -1.754 0.597
H 1.225 2.027 -1.247
```

Summary:
E_LUMO (alpha / beta)   -1.313 / -1.313 eV
HOMO (alpha / beta)   -9.213 / -9.213 eV
SMILES string   C=CC[PH]#N
Molecular weight   87.062 u

---

Record 3
Formula: C5H8O2
Source: OMol25
Level of theory: ωB97M-V/def2-TZVPD

Geometry as XYZ:
```
15
Properties=species:S:1:pos:R:3
O 0.456 -1.473 0.152
O -0.460 0.644 -1.280
C 0.766 0.726 -0.647
C 1.282 -0.480 -0.216
C -1.395 0.145 0.970
C -1.418 -0.013 -0.523
C -0.901 -1.133 0.314
H -2.355 0.083 1.470
H 0.903 1.683 -0.158
H 2.280 -0.877 -0.356
H 2.544 1.150 -0.605
H -0.693 0.830 1.434
H -2.338 -0.101 -1.081
H 2.785 0.864 0.067
H -1.457 -2.047 0.458
```

Summary:
E_LUMO   0.833 eV
HOMO   -8.178 eV
SMILES string   C1=CO[C@@H]2C[C@@H]2O1.[H][H]
Molecular weight   100.117 u

---

Record 4
Formula: C3H4N2O
Source: OMol25
Level of theory: ωB97M-V/def2-TZVPD

Geometry as XYZ:
```
10
Properties=species:S:1:pos:R:3
O -0.501 0.911 1.198
N -0.755 -0.489 0.780
N 0.161 0.234 -1.244
C 1.071 0.382 -0.376
C -0.938 -0.415 -0.676
C 0.592 -0.035 0.988
H -1.796 0.082 -1.001
H 1.848 1.014 -0.584
H -0.802 -1.419 -1.033
H 1.120 -0.265 1.948
```

Summary:
E_LUMO   0.752 eV
HOMO   -9.628 eV
SMILES string   C1=NCN2O[C@H]12
Molecular weight   84.078 u

---

Calculated total energy (eV)
-10845.642, -13982.264, -9404.165, -8199.687
ΔE to the lowest compared entry with this formula, charge and spin (kJ/mol)
252.85, 343.93, 546.78, 405.04